Entry from the Open Molecules 2025 dataset: a structure of composition H14O7Rb in a non-equilibrium geometry (the ωB97M-V functional and the def2-TZVPD basis).

Each line ends with the Mulliken charge.
Cartesian coordinates (Å):
1 Rb -8.4940 10.1600 -0.9070  0.80
2 O -10.1030 10.4110 -3.2810  -0.60
3 H -10.3660 11.0830 -3.9030  0.33
4 H -9.1620 10.2850 -3.5080  0.26
5 O -7.0750 11.6160 -3.0630  -0.56
6 H -6.9810 11.3890 -3.9810  0.30
7 H -6.1580 11.5250 -2.7320  0.30
8 O -7.0130 8.5200 -2.5740  -0.45
9 H -6.1640 8.3740 -2.1670  0.26
10 H -7.1550 7.7460 -3.0690  0.25
11 O -9.2480 9.6750 2.2630  -0.56
12 H -8.5460 10.2760 2.0580  0.34
13 H -9.8370 10.1860 2.8220  0.30
14 O -7.0470 11.2190 1.2100  -0.59
15 H -6.7550 11.9700 0.6900  0.29
16 H -6.2780 10.8470 1.6130  0.28
17 O -10.3420 12.1910 -1.0510  -0.63
18 H -10.8010 11.7340 -1.7470  0.32
19 H -9.7770 12.9000 -1.4550  0.33
20 O -8.1620 7.4540 0.3120  -0.58
21 H -7.2240 7.2450 0.2560  0.30
22 H -8.3390 7.6490 1.2430  0.31

Energy relative to the best compared isomer or geometry (same formula, charge and spin): 1.6 kcal/mol
Total charge: +1
Orbital gap: 11.1531 eV
Maximum force: 2.04 eV Å⁻¹
DFT total energy: -15210.9961 eV